Density functional theory data (ωB97M-V/def2-TZVPD) for a structure of composition C25H44LuOP2 at a distorted geometry.

Calculated values
ΔE to the lowest compared entry with this formula, charge and spin	0.00	kcal per mole
maximum force	0.069	hartree/bohr
HOMO energy	-0.3272	Eh

```
! wB97M-V def2-TZVPD RIJCOSX def2/J DEFGRID3
* xyz 1 1
Lu 1.0483 -0.5764 0.9196
C 0.6965 -0.4313 3.3803
C -0.2089 -1.4372 2.9056
C 1.9424 -2.2311 2.6089
C 2.0252 -0.9259 3.1945
C 0.5605 -2.5435 2.4288
C 0.3475 0.8157 4.1206
H -0.5958 1.2576 3.7576
H 1.1517 1.5636 4.0172
H 0.2277 0.6059 5.1991
C 3.2606 -0.3851 3.7994
H 3.0599 0.5445 4.3385
H 4.0328 -0.1898 3.0449
H 3.6622 -1.1126 4.5210
C 3.0570 -3.2049 2.6064
H 3.3224 -3.4436 3.6519
H 3.9571 -2.8172 2.1143
H 2.7677 -4.1374 2.1074
C 0.0423 -3.8829 2.0331
H -0.0771 -4.5417 2.9121
H 0.7484 -4.3810 1.3512
H -0.9350 -3.8136 1.5308
C -1.6800 -1.4410 3.1042
H -1.9904 -1.9229 4.0420
H -2.1833 -1.9827 2.3002
H -2.0857 -0.4290 3.1351
C -0.9657 2.9722 -2.8192
C -1.8745 3.1772 -1.8464
C -3.3500 2.9746 -2.0272
C -3.7455 1.7089 -2.8343
C -2.8181 0.5517 -2.6746
C -1.7966 0.2431 -3.4864
C -1.2558 1.1094 -4.5704
C -1.2682 2.6267 -4.2374
H -3.7802 3.8590 -2.5419
H -3.8216 1.9862 -3.8947
H -3.8547 2.9605 -1.0479
H -2.2421 3.0388 -4.5453
H 0.0971 3.1584 -2.6773
H -1.6013 3.7266 -0.9439
H -0.4741 3.0844 -4.8607
H -0.2197 0.7971 -4.7756
H -1.3712 -0.7567 -3.4799
H -1.7914 0.9523 -5.5307
H -4.7534 1.3983 -2.4847
H -3.1032 -0.0851 -1.8367
P 0.0516 1.7008 0.3535
C 0.9196 3.1850 -0.1453
C -1.6759 1.8092 0.9167
P -0.2920 -1.4081 -1.1542
C -0.0932 0.6016 -1.1777
C -1.9422 -2.1311 -1.2991
C 0.5327 -2.0621 -2.6332
H 1.9403 2.9058 -0.4536
H 1.0152 3.8421 0.7319
H 0.4366 3.7397 -0.9550
H -2.3996 1.8332 0.0869
H -1.7811 2.7137 1.5310
H -1.9202 0.9475 1.5629
H 0.1103 -1.6652 -3.5649
H 0.3896 -3.1549 -2.6145
H 1.6073 -1.8343 -2.6003
H 0.6809 0.8524 -1.9196
H -1.0317 1.0196 -1.5383
H -1.8359 -3.2220 -1.1452
H -2.3979 -1.9569 -2.2811
H -2.5984 -1.7317 -0.5137
C 5.1229 -0.7862 0.5788
C 3.6841 -0.5331 0.7244
O 2.8545 -0.5611 -0.2231
H 5.6543 0.1758 0.4906
H 5.3368 -1.4534 -0.2746
H 5.4675 -1.2666 1.5073
*
```

Density functional theory data (ωB97M-V/def2-TZVPD) for a structure of composition C25H44N7NaO4.

Calculated values
ΔE to the lowest compared entry with this formula, charge and spin	9.34	kcal per mole
maximum force	0.019	hartree/bohr
HOMO energy	-0.2320	Eh

```
! wB97M-V def2-TZVPD RIJCOSX def2/J DEFGRID3
* xyz 0 1
Na -0.0308 0.5309 0.8182
C -2.0076 -0.4891 1.8327
C -1.8320 -1.3060 0.6837
C -0.6926 -2.1405 0.9569
C -0.2210 -1.7906 2.2435
C -1.0230 -0.7801 2.7886
C -0.8504 -0.1053 4.1350
C -2.2123 0.1113 4.8037
C 0.0202 -0.9519 5.0661
C -0.1708 1.2641 3.9647
C -0.0934 -3.3409 0.2133
C 0.6053 -2.9408 -1.0965
C -1.1479 -4.4267 -0.0443
C 0.9953 -4.0239 1.0587
C -2.8663 -1.2240 -0.4412
C -3.4153 0.2077 -0.5714
C -2.3555 -1.5698 -1.8450
C -4.0657 -2.1330 -0.1097
H -2.7949 0.2408 1.9535
H 0.5997 -2.2673 2.7549
H -2.7447 -0.8343 4.9140
H -2.8393 0.7740 4.2043
H -2.0912 0.5637 5.7925
H -0.4136 -1.9422 5.2150
H 0.1196 -0.4668 6.0408
H 1.0227 -1.0865 4.6534
H -0.7610 1.9138 3.3141
H 0.8292 1.1391 3.5312
H -0.0495 1.7752 4.9254
H -0.0642 -2.5088 -1.8336
H 1.0942 -3.8100 -1.5521
H 1.3680 -2.1919 -0.8788
H -1.9541 -4.0871 -0.6860
H -1.5945 -4.7410 0.9011
H -0.6923 -5.3034 -0.5166
H 1.8200 -3.3394 1.2741
H 1.3976 -4.8800 0.5119
H 0.5991 -4.3831 2.0095
H -2.6198 0.9260 -0.7952
H -3.9274 0.5419 0.3290
H -4.1349 0.2503 -1.3932
H -1.5052 -0.9415 -2.1280
H -3.1524 -1.3923 -2.5728
H -2.0562 -2.6074 -1.9501
H -4.5046 -1.8396 0.8452
H -3.7699 -3.1781 -0.0266
H -4.8352 -2.0553 -0.8850
N 3.0019 -0.5313 -0.0075
N 3.8347 0.4718 0.4970
C 3.2712 1.6140 0.9353
N 4.0832 2.5253 1.4744
N 1.9609 1.7023 0.7003
N 1.3090 2.7761 1.2083
O 0.1090 2.7730 0.9243
O 1.8216 3.6572 1.8766
H 3.3819 -1.4430 0.1910
H 2.7716 -0.3694 -0.9910
H 4.8268 0.4521 0.3265
H 5.0112 2.2505 1.7410
H 3.6653 3.3404 1.8917
N 0.3561 3.9823 -4.4004
C 0.7575 3.0070 -5.2386
O 0.8382 3.1656 -6.4464
C 1.1174 1.6784 -4.6318
C 1.2187 0.5907 -5.4958
C 1.5644 -0.6437 -4.9798
C 1.8107 -0.7452 -3.6193
N 1.7297 0.2859 -2.7819
C 1.3873 1.4713 -3.2845
H 0.0820 4.8464 -4.8359
H 0.1787 3.8648 -3.4098
H 1.0256 0.7505 -6.5479
H 1.6474 -1.5194 -5.6085
H 2.0762 -1.7047 -3.1838
H 1.3395 2.2904 -2.5728
C 0.6584 5.3707 -1.0191
O 0.0091 4.2400 -1.6011
H 0.4824 5.4201 0.0549
H 0.2689 6.2791 -1.4794
H 1.7359 5.3205 -1.1998
H -0.3134 3.6700 -0.8952
*
```

Density functional theory data (ωB97M-V/def2-TZVPD) for a structure of composition C25H45AlF3O3P2S at a distorted geometry.

Calculated values
ΔE to the lowest compared entry with this formula, charge and spin	108.97	kcal per mole
maximum force	0.083	hartree/bohr
HOMO energy (spin up / spin down)	-0.3598 / -0.3597	Eh

```
! wB97M-V def2-TZVPD RIJCOSX def2/J DEFGRID3
* xyz 1 1
Al -0.2377 -0.1655 -1.0137
C 3.0046 0.2572 0.8996
C 3.5362 -0.2664 -0.3304
C 1.8332 1.2140 -0.8749
C 2.0706 1.2758 0.5697
C 2.8281 0.2969 -1.4140
C 3.4902 -0.0944 2.2394
H 3.6763 -1.1758 2.3299
H 2.7168 0.1303 2.9823
H 4.4087 0.4341 2.5448
C 1.7880 2.4006 1.4695
H 1.4074 2.0361 2.4370
H 1.0823 3.1002 1.0086
H 2.6873 2.9994 1.7125
C 1.4249 2.3926 -1.6686
H 2.3210 3.0088 -1.8338
H 0.6893 2.9950 -1.1297
H 1.0255 2.0831 -2.6461
C 3.1676 0.0983 -2.8316
H 4.2429 -0.1143 -2.9645
H 2.9316 1.0295 -3.3668
H 2.5947 -0.7178 -3.3157
C 4.7102 -1.1568 -0.4423
H 5.6228 -0.5470 -0.2946
H 4.8032 -1.6286 -1.4298
H 4.7366 -1.9481 0.3269
C -1.2961 -1.2612 0.3826
C 0.1194 -1.1884 0.6712
C 0.9723 -2.4299 0.4200
C 1.3475 -2.6505 -1.0635
C 0.4661 -1.8563 -2.0259
C -0.8887 -2.2636 -2.1417
C -1.5222 -3.2233 -1.1694
C -1.9364 -2.5820 0.1879
H 0.5027 -3.3402 0.8439
H 1.4124 -3.7321 -1.2401
H 1.9017 -2.2940 0.9875
H -1.6286 -3.2419 1.0002
H -1.9148 -0.5691 0.9554
H 0.4356 -0.5001 1.4858
H -3.0337 -2.4957 0.2264
H -2.4448 -3.6049 -1.6404
H -1.3308 -2.2612 -3.1593
H -0.9188 -4.1519 -0.9992
H 2.3770 -2.3343 -1.2464
H 0.9757 -1.6719 -2.9927
P -0.8921 -0.2549 3.4409
C -0.4028 1.2168 4.3536
H -0.8382 1.0935 5.3533
H -0.7752 2.1036 3.8214
H 0.6989 1.2450 4.4082
C -2.7058 -0.1536 3.3500
H -3.0548 -0.2240 4.3883
H -3.0893 -1.0042 2.7661
H -3.0264 0.7875 2.8812
C -0.5117 -1.7179 4.4311
H -0.5930 -2.5969 3.7683
H -1.2579 -1.7425 5.2368
H 0.5195 -1.5919 4.8085
P -2.2938 0.1413 -2.3966
C -1.3079 0.4209 -3.8880
H -1.7282 -0.1546 -4.7190
H -0.2622 0.1198 -3.7092
H -1.2741 1.5093 -4.0686
C -3.6631 -1.0716 -2.4896
H -3.3194 -2.0403 -2.8842
H -4.4500 -0.6120 -3.1037
H -4.0673 -1.1824 -1.4653
C -3.3198 1.6058 -2.2724
H -4.0983 1.5307 -3.0443
H -2.7144 2.4920 -2.4187
H -3.7163 1.6902 -1.2572
F -2.6918 5.1670 0.1647
C -1.7103 4.2889 -0.1404
F -1.7603 4.0706 -1.4887
F -0.5259 4.8568 0.1507
S -1.8464 2.6620 0.7754
O -1.3244 3.0663 2.0681
O -3.2355 2.2647 0.7072
O -0.9193 1.7292 0.0266
*
```

Density functional theory data (ωB97M-V/def2-TZVPD) for a structure of composition C25H45BClF4PPt at a distorted geometry.

Calculated values
<S²>	6.0144
ΔE to the lowest compared entry with this formula, charge and spin	0.00	kcal per mole
maximum force	0.082	hartree/bohr
HOMO energy (spin up / spin down)	-0.2766 / -0.3777	Eh

```
! wB97M-V def2-TZVPD RIJCOSX def2/J DEFGRID3
* xyz 0 5
Pt 1.8159 -0.7914 -0.0435
P -0.4120 -0.1428 -0.4723
Cl 1.5005 -2.2105 -1.8686
C 2.2039 0.9080 -1.0831
H 2.4871 1.9501 -0.8470
H 2.3107 0.6551 -2.1457
C -1.2995 -1.7530 -0.1526
C -0.6395 0.3163 -2.2713
C -2.8193 -1.7463 0.0283
H -1.0543 -2.3176 -1.0685
C -3.3357 -3.1920 0.0986
H -3.0855 -1.2249 0.9611
H -3.3249 -1.2175 -0.7920
C -2.6215 -4.0342 1.1652
H -4.4135 -3.1864 0.2871
H -3.1812 -3.6625 -0.8848
C -1.0962 -3.9310 1.0859
H -2.9473 -3.6964 2.1606
H -2.9255 -5.0807 1.0724
C -0.6290 -2.4725 1.0227
H -0.6331 -4.4272 1.9435
H -0.7364 -4.4434 0.1805
H -0.8862 -1.9596 1.9622
H 0.4756 -2.4396 0.9157
C -1.2997 1.2116 0.4797
C -0.3358 1.7961 -2.5210
H 0.1635 -0.2750 -2.7415
C -0.2766 2.0854 -4.0256
H -1.1032 2.4314 -2.0581
H 0.6227 2.0549 -2.0525
C -1.5321 1.6129 -4.7668
H -0.1311 3.1603 -4.1854
H 0.6013 1.5738 -4.4451
C -1.9143 0.1663 -4.4327
H -2.3710 2.2768 -4.5165
H -1.3750 1.7055 -5.8471
C -1.9571 -0.1166 -2.9258
H -2.8889 -0.0729 -4.8755
H -1.1784 -0.5113 -4.8867
H -2.8047 0.4213 -2.4774
H -2.1343 -1.1882 -2.7630
C -1.3812 0.9121 1.9776
H -0.6356 2.0812 0.3356
C -1.8695 2.1382 2.7588
H -2.0667 0.0686 2.1518
H -0.4030 0.6116 2.3669
C -3.2091 2.6702 2.2381
H -1.9547 1.8803 3.8207
H -1.1106 2.9288 2.6772
C -3.2181 2.8445 0.7148
H -4.0101 1.9763 2.5279
H -3.4350 3.6296 2.7179
C -2.6936 1.6110 -0.0349
H -4.2328 3.0753 0.3703
H -2.5868 3.7052 0.4511
H -3.3948 0.7752 0.1076
H -2.6804 1.8284 -1.1095
C 2.0400 -0.1448 1.9836
C 2.2249 1.1475 1.2331
H 1.0801 -0.2908 2.4957
C 3.5342 1.8805 1.3694
H 1.3334 1.7763 1.1167
C 4.7199 1.0272 1.8032
H 3.7951 2.4110 0.4470
H 3.3817 2.6650 2.1295
C 4.4092 0.1427 3.0044
H 5.0751 0.4123 0.9688
H 5.5420 1.6898 2.0857
C 3.1796 -0.7443 2.8252
H 5.2671 -0.5027 3.2042
H 4.2715 0.7693 3.8968
H 3.4888 -1.7118 2.3928
H 2.7825 -0.9796 3.8219
F 4.2155 -1.9370 0.1803
B 5.6229 -2.1181 -0.2296
F 5.6603 -3.0696 -1.2594
F 6.0889 -0.8493 -0.6700
F 6.3309 -2.5420 0.9152
*
```

Density functional theory data (ωB97M-V/def2-TZVPD) for a structure of composition C25H45BrClPRu at a distorted geometry.

Calculated values
<S²>	8.7719
maximum force	0.131	hartree/bohr
HOMO energy (spin up / spin down)	-0.0574 / -0.1580	Eh

```
! wB97M-V def2-TZVPD RIJCOSX def2/J DEFGRID3
* xyz -1 6
Ru 0.3117 2.0436 0.6845
P 0.1763 -0.2594 0.2748
Cl -1.4932 1.8183 2.2742
C 0.7694 3.5547 1.7338
H 0.1601 3.9311 2.6218
H 1.7465 4.0374 1.5735
C -1.5204 -1.0697 0.0621
C 1.1079 -1.0224 1.7034
C -2.3545 -1.0811 1.3458
H -2.0029 -0.3720 -0.6494
C -3.8070 -1.4499 1.0564
H -1.9139 -1.7711 2.0821
H -2.3455 -0.0751 1.7954
C -3.9098 -2.8046 0.3467
H -4.3687 -1.4630 1.9994
H -4.2432 -0.6642 0.4245
C -2.9683 -2.9193 -0.8615
H -3.6738 -3.5980 1.0653
H -4.9440 -2.9651 0.0151
C -1.5331 -2.4804 -0.5539
H -2.9466 -3.9539 -1.2282
H -3.3504 -2.2876 -1.6745
H -1.0709 -3.1810 0.1598
H -0.9369 -2.5215 -1.4752
C 1.1419 -0.7504 -1.2630
C 0.8320 -2.5161 1.9493
H 2.1727 -0.8912 1.4295
C 1.8049 -3.0377 3.0096
H -0.2058 -2.6520 2.2862
H 0.9494 -3.1050 1.0285
C 1.7328 -2.2332 4.3141
H 1.5897 -4.0996 3.2002
H 2.8213 -2.9772 2.6014
C 1.8110 -0.7110 4.1071
H 0.7991 -2.4794 4.8331
H 2.5543 -2.5525 4.9705
C 0.8798 -0.2239 2.9882
H 1.5542 -0.1959 5.0441
H 2.8378 -0.4270 3.8491
H -0.1674 -0.3322 3.3103
H 1.0176 0.8568 2.7886
C 0.3792 -0.4145 -2.5506
H 1.9865 -0.0350 -1.2130
C 1.2795 -0.6202 -3.7808
H -0.5207 -1.0393 -2.6407
H 0.0314 0.6338 -2.5108
C 1.9749 -1.9876 -3.7946
H 0.6724 -0.5046 -4.6899
H 2.0352 0.1740 -3.7886
C 2.6906 -2.3183 -2.4780
H 1.2384 -2.7695 -4.0085
H 2.7095 -2.0125 -4.6117
C 1.7823 -2.1451 -1.2585
H 3.0620 -3.3548 -2.4957
H 3.5598 -1.6605 -2.3574
H 1.0066 -2.9236 -1.2554
H 2.3845 -2.2800 -0.3470
C -0.8164 2.8574 -0.6729
C -0.2360 3.8673 0.3095
H -1.3643 1.7802 -0.5132
C 0.6709 4.8481 -0.4785
H -1.1738 4.3165 0.6600
C 0.0304 5.5732 -1.7357
H 1.1087 5.5866 0.2365
H 1.5325 4.2884 -0.8322
C -0.6650 4.5576 -2.6179
H -0.6719 6.3664 -1.3237
H 0.9459 6.1154 -2.2365
C -1.5833 3.6406 -1.7443
H -1.2857 5.1008 -3.3723
H 0.0613 3.9474 -3.1856
H -2.2843 4.4259 -1.3057
H -2.1760 2.9013 -2.3764
Br 2.6208 1.9661 -0.2526
*
```

Density functional theory data (ωB97M-V/def2-TZVPD) for a structure of composition C25H45BrGeN4O5SSi3Ta at a distorted geometry.

Calculated values
<S²>	0.7601
ΔE to the lowest compared entry with this formula, charge and spin	34.53	kcal per mole
maximum force	0.189	hartree/bohr
HOMO energy (spin up / spin down)	-0.6430 / -0.6430	Eh

```
! wB97M-V def2-TZVPD RIJCOSX def2/J DEFGRID3
* xyz 4 2
Ta 0.6333 1.3595 1.6528
O 3.8019 1.5849 7.2651
C 2.9050 1.5232 6.2567
C 1.5315 1.8612 6.3619
C 0.7496 1.7738 5.2332
N 1.2454 1.3438 4.0138
C 2.5432 1.0627 3.9081
Br 3.2056 0.5708 2.1375
C 3.4172 1.1297 5.0033
H 3.4060 1.8661 8.1230
H 0.9917 2.1400 7.2909
H -0.3149 2.0093 5.1875
H 4.4499 0.8152 4.8562
C 0.4639 3.9516 -5.6932
C -0.8641 3.5678 -5.0263
C -0.9411 2.2289 -4.2646
N -0.2447 2.2379 -2.9814
C 0.5981 1.3814 -2.3499
S 1.0988 1.8137 -0.7228
N 1.1818 0.3018 -2.9401
C 0.8348 -0.3685 -4.1414
O -0.1290 -1.1279 -4.1625
C 1.6978 -0.1329 -5.3011
C 2.8227 0.7181 -5.3065
C 3.4852 0.9577 -6.4896
C 2.9976 0.4034 -7.6910
C 1.8665 -0.4159 -7.7097
C 1.1827 -0.6428 -6.5266
H 0.3627 4.8513 -6.2942
H 0.8180 3.1595 -6.3712
H 1.2688 4.0989 -4.9685
H -1.6076 3.4756 -5.8386
H -1.2426 4.3759 -4.3772
H -0.5812 1.4200 -4.9078
H -1.9979 1.9772 -4.1051
H -0.4168 3.0248 -2.3571
H 1.9936 0.0113 -2.4074
H 3.1949 1.1971 -4.3948
H 4.3662 1.6087 -6.4929
H 3.5242 0.6391 -8.5943
H 1.5902 -0.8979 -8.6480
H 0.2570 -1.2503 -6.4640
C -4.3943 -1.7268 2.3845
Si -3.6319 0.0050 2.5888
C -3.1562 0.6370 4.3093
C -3.9951 1.2833 1.2197
Ge -0.5182 -1.2360 1.7976
Si 0.3305 -2.5865 3.2410
C 0.4930 -2.2247 5.0676
C 2.0797 -3.1818 2.8565
C -0.6151 -4.2370 3.4076
Si -0.8855 -2.1264 -0.1082
C -1.8905 -1.0869 -1.3236
C 0.6725 -2.6976 -1.0018
C -1.9454 -3.6752 -0.1916
H -5.4262 -1.7402 2.7397
H -3.8166 -2.4712 2.9270
H -4.4048 -2.0186 1.3226
H -4.0478 0.7690 4.9314
H -2.6025 1.5882 4.2736
H -2.4885 -0.0820 4.7946
H -4.9489 1.7759 1.4006
H -4.0898 0.7742 0.2613
H -3.1717 2.0068 1.1314
H 1.1929 -1.4224 5.3576
H 0.8854 -3.1419 5.5429
H -0.4762 -1.9902 5.5226
H 2.7230 -2.4099 2.4306
H 2.0237 -4.0399 2.1678
H 2.5437 -3.5234 3.8018
H -1.6316 -4.1107 3.8182
H -0.0505 -4.8198 4.1239
H -0.6822 -4.7909 2.4601
H -1.7950 -0.0012 -1.2397
H -2.9505 -1.3170 -1.2466
H -1.5525 -1.3285 -2.3218
H 1.5640 -2.1150 -0.7111
H 0.4733 -2.5276 -2.0710
H 0.8538 -3.7744 -0.8336
H -2.9302 -3.5628 0.2741
H -1.4633 -4.5887 0.1872
H -2.0883 -3.8246 -1.2691
O -0.3721 4.7580 0.7974
N 0.3066 4.6550 1.7679
O 0.9985 3.0720 1.5648
O -1.2654 1.4501 2.0842
*
```

| no. | molar mass (g/mol) | E_tot (eV) |
| --- | --- | --- |
| 1 | 597.5 | -80875.9468 |
| 2 | 529.7 | -49673.9882 |
| 3 | 571.6 | -76950.4817 |
| 4 | 693.9 | -63260.1881 |
| 5 | 593.0 | -121087.2151 |
| 6 | 931.4 | -205387.8939 |